# 1
{"formula": "C4H9Br2", "method": "ωB97M-V/def2-TZVPD", "elements": ["Br", "Br", "C", "C", "C", "C", "H", "H", "H", "H", "H", "H", "H", "H", "H"], "xyz": [[-0.582443, -1.289797, 4.217562], [-2.371795, 0.660782, 1.474908], [0.120853, 0.474246, 0.155122], [-0.892732, 1.444313, 0.454513], [0.071948, -0.199086, -1.126557], [1.313308, -1.034284, -1.559373], [1.087639, -1.513133, -2.532200], [-1.349290, 1.763443, -0.499492], [0.895855, 0.228083, 0.891162], [-0.646717, -0.371738, 3.034715], [1.575454, -1.817469, -0.838607], [-0.076159, 0.634481, -1.848326], [-0.488650, 2.237210, 1.078895], [-0.831333, -0.848086, -1.200697], [2.174062, -0.368965, -1.701625]], "atomic_forces_ev_per_a": [[0.08, 0.90, -1.14], [-0.62, -0.20, 0.33], [1.12, -0.51, 1.02], [0.28, 0.59, -0.65], [0.29, -0.75, -1.40], [-0.59, 0.41, -0.25], [0.22, 0.19, 0.52], [0.10, 0.34, 0.75], [-0.36, 0.11, -0.22], [-0.07, -1.01, 1.26], [-0.13, 0.21, -0.09], [-0.06, -0.65, -0.14], [-0.43, 0.24, -0.13], [0.28, 0.36, 0.04], [-0.11, -0.23, 0.09]], "mulliken_charge": [-0.2317, -0.1363, -0.3168, -0.7977, -0.1613, -1.2465, 0.3356, 0.3431, 0.4737, 0.1500, 0.3361, 0.2820, 0.3745, 0.2711, 0.3240], "energy_ha": -5305.76720, "total_charge": 0, "s_squared": 0.7555, "spin_multiplicity": 2, "e_above_lowest_kj_mol": 43.1, "largest_force_ha_per_bohr": 0.031, "homo_ev": [-8.15, -10.28], "orbital_gap_ev": [8.997, 9.808]}

***

# 2
{"formula": "C26H42BeCl3N4O4Si", "method": "ωB97M-V/def2-TZVPD", "elements": ["Cl", "Cl", "Cl", "Si", "O", "O", "O", "O", "N", "N", "N", "N", "C", "C", "C", "C", "C", "C", "C", "C", "C", "C", "C", "C", "C", "C", "C", "C", "C", "C", "C", "C", "C", "C", "C", "C", "C", "C", "Be", "H", "H", "H", "H", "H", "H", "H", "H", "H", "H", "H", "H", "H", "H", "H", "H", "H", "H", "H", "H", "H", "H", "H", "H", "H", "H", "H", "H", "H", "H", "H", "H", "H", "H", "H", "H", "H", "H", "H", "H", "H", "H"], "xyz": [[3.794037, 2.571025, 1.306525], [5.086506, -0.309818, 0.329653], [-0.062164, -3.217982, -0.251801], [1.733743, -4.161061, 0.092411], [-2.766745, -2.271697, -0.310559], [2.469296, -0.166452, 1.635299], [-4.128629, 1.238930, -0.160174], [0.874933, -1.641474, -2.194796], [0.859745, -0.436988, 3.275971], [-0.208862, 1.696037, 1.533900], [-2.628555, -1.464952, -2.480464], [-4.854659, 2.721425, 1.392054], [-2.473230, 2.388526, 1.168804], [0.724188, -0.553653, -4.467824], [1.774491, 0.265547, 2.629513], [-2.127691, -2.708800, -3.040523], [-0.743215, 3.173543, -2.080072], [0.010219, -1.424776, 2.601379], [-3.040614, -1.431052, -1.158221], [0.649946, 3.256309, -2.149195], [-3.871809, 2.030730, 0.756278], [3.051938, -4.188132, -1.243456], [-0.582203, 0.778713, -1.763448], [1.232261, -5.930201, 0.553179], [1.503979, -1.191069, -3.486462], [-1.480372, 1.392443, 1.278787], [1.421621, 2.098777, -2.068924], [2.534829, -3.463806, 1.649495], [-1.351242, 1.933468, -1.881524], [2.502539, -2.236380, -3.892441], [0.385873, 0.045154, 4.576385], [0.154668, 2.971543, 1.584335], [1.599773, -0.433902, -2.105853], [0.476985, -1.107137, -5.814819], [-0.756964, 4.036536, 1.508314], [-3.230641, -0.560889, -3.454292], [-2.103013, 3.734131, 1.316809], [0.817202, 0.820324, -1.931889], [3.773353, 0.643758, 1.179315], [-2.463103, -0.235864, -4.170448], [3.567074, -3.209188, -1.288362], [-1.040780, -1.117324, 2.664807], [1.136317, 4.230411, -2.268406], [2.647939, -4.469955, -2.229712], [-2.860344, 4.518527, 1.253580], [1.218685, 0.549344, 5.081707], [3.803650, -4.953274, -0.957126], [1.980063, 1.280426, 2.983466], [2.900085, -2.440142, 1.520999], [-2.440357, 1.870887, -1.793444], [-1.071220, -0.177296, -1.561171], [-4.034533, -1.066110, -4.012944], [2.044967, -3.237573, -3.924107], [3.327070, -2.261451, -3.174580], [0.312130, -1.517321, 1.554565], [-3.634044, -0.527645, -0.913935], [-1.746739, 0.339428, 1.151067], [-5.806791, 2.442835, 1.191134], [-2.946991, -3.273304, -3.515100], [0.090502, -2.400427, 3.096058], [1.353046, -1.000376, -6.485970], [1.846494, -3.479113, 2.502994], [2.531162, -0.512713, -1.560971], [1.221702, 3.178079, 1.680529], [-4.676919, 3.278660, 2.221526], [0.038854, -0.809590, 5.170850], [3.400994, -4.083536, 1.928605], [0.457225, -5.913868, 1.332335], [2.087229, -6.506213, 0.936327], [2.514781, 2.144353, -2.109309], [-0.358103, -0.549250, -6.267896], [-1.663882, -3.297272, -2.245698], [-0.387188, 5.053888, 1.600680], [0.832675, -6.464667, -0.317207], [2.890363, -2.005105, -4.891685], [0.187182, -2.177419, -5.791018], [-1.380176, -2.470967, -3.810441], [-3.638074, 0.316305, -2.941751], [0.426295, 0.472427, -4.263877], [-1.359385, 4.071040, -2.166674], [-0.442044, 0.754588, 4.419244]], "atomic_forces_ev_per_a": [[-0.10, -0.10, 0.35], [0.72, -0.62, -0.28], [0.23, -0.55, 0.42], [0.41, -0.59, 0.69], [-0.25, 0.31, -0.26], [-1.30, 0.74, 1.61], [0.24, 1.16, 1.58], [-0.36, -0.41, 0.87], [-0.11, 0.02, -0.06], [-0.10, -0.32, -0.25], [-1.22, -0.50, 0.83], [-0.40, 0.11, 0.38], [0.43, -0.13, -0.14], [-0.29, 0.78, 0.29], [0.84, -0.53, -1.14], [0.41, 0.07, -0.14], [0.15, 0.14, -0.06], [0.35, -0.35, 0.06], [0.08, 0.00, -1.07], [-0.11, 0.01, 0.13], [-0.05, -0.59, -1.10], [-0.02, -0.06, 0.01], [0.24, 0.09, 0.05], [0.06, -0.02, -0.13], [-0.17, 1.63, 0.67], [-0.57, 0.80, -0.06], [-0.01, -0.86, 0.07], [0.11, 0.07, 0.09], [0.11, -0.09, 0.24], [0.47, 0.04, -0.04], [0.04, 0.40, -0.54], [-0.43, 0.74, 0.01], [-0.07, -0.73, -1.42], [-0.04, -0.07, -0.22], [0.01, -0.55, 0.05], [0.24, 0.01, 0.18], [0.20, -0.34, 0.16], [-0.24, 0.64, -0.07], [-0.75, 0.51, -0.38], [-0.06, -0.05, 0.24], [-0.34, -0.52, -0.13], [0.26, 0.15, -0.03], [-0.15, -0.35, 0.03], [0.24, 0.29, 0.40], [0.27, -0.18, -0.08], [-0.35, -0.15, 0.02], [-0.36, 0.33, -0.01], [0.20, -0.29, 0.39], [-0.09, -0.17, -0.04], [0.41, 0.01, 0.01], [0.53, 0.43, -0.35], [0.08, 0.07, 0.12], [0.02, 0.28, -0.01], [0.01, -0.11, -0.22], [-0.11, 0.03, 0.30], [0.38, -0.40, -0.22], [0.10, 0.31, -0.01], [0.24, 0.15, 0.02], [0.05, 0.04, 0.17], [0.04, 0.20, -0.17], [-0.19, -0.29, -0.33], [0.09, -0.04, -0.16], [0.33, 0.13, 0.22], [-0.19, -0.11, 0.04], [-0.01, -0.38, -0.39], [0.18, 0.26, -0.18], [-0.17, 0.06, -0.17], [0.15, 0.03, -0.21], [-0.11, 0.15, -0.10], [-0.36, 0.09, -0.12], [0.18, -0.24, -0.16], [-0.15, 0.11, -0.30], [-0.17, -0.14, -0.11], [-0.01, 0.06, 0.14], [0.04, -0.08, 0.19], [0.07, 0.17, -0.26], [-0.03, 0.00, 0.28], [0.04, -0.17, -0.10], [-0.11, -0.20, -0.26], [0.19, -0.17, -0.01], [0.12, -0.20, 0.20]], "mulliken_charge": [-0.4037, -0.3302, -0.0555, 0.2921, -0.5810, -0.0103, -0.6090, -0.0548, 0.3861, 0.7269, 0.3836, -0.4247, 0.3147, -0.7644, -0.0577, -0.7535, -0.6606, -0.8488, 0.1318, -0.9066, 0.0445, -0.7901, 1.7482, -1.0875, 1.2908, -0.4113, -0.3561, -0.6787, -0.1863, -1.5931, -0.9460, 0.0515, -0.5838, -1.6426, -1.0710, -0.8546, -0.2671, -0.7682, 0.1023, 0.1841, 0.1323, 0.5230, 0.3381, 0.2468, 0.4269, 0.3480, 0.4276, 0.6686, -0.1544, 0.1779, -0.3283, 0.3443, -0.0003, 0.3970, -0.2412, 0.4213, 0.2425, 0.2858, 0.3576, 0.3786, 0.3968, 0.2195, 0.2882, -0.0785, 0.2019, 0.3340, 0.4650, 0.2450, 0.3169, 0.4938, 0.3608, 0.1582, 0.4297, 0.2830, 0.3941, 0.2687, 0.0724, 0.2513, 0.3291, 0.3378, 0.2812], "energy_ha": -3220.92640, "total_charge": -1, "spin_multiplicity": 1, "e_above_lowest_kj_mol": 314.1, "largest_force_ha_per_bohr": 0.043, "homo_ev": -1.17, "orbital_gap_ev": 3.172}